1.
A structure of composition C34H39BrF5N3O2Si3Sn in a non-equilibrium geometry. Source: the OMol25 dataset; level of theory: ωB97M-V/def2-TZVPD.

Largest force on an atom: 2.0 eV/Å
Orbital gap: 4.277 eV
Charge: +2
Energy above the lowest of the compared OMol25 structures with the same formula, charge and spin: 0.385 eV
Calculated total energy: -5789.3873 Eh

Geometry as XYZ:
```
88
C34H39BrF5N3O2Si3Sn ωB97M-V/def2-TZVPD
C -3.530 -3.871 5.628
C 0.683 2.586 -3.692
F 3.040 4.508 -5.577
H -2.200 -1.295 -0.697
C -2.524 2.348 0.331
F 0.698 3.183 -5.964
H -0.728 3.770 -2.029
C -3.531 -0.206 3.005
Br -6.079 4.080 1.442
H 3.736 0.271 2.665
C -2.432 1.220 1.141
H 1.516 -4.319 -1.708
C 0.891 -1.678 2.012
H -0.123 -4.894 -1.418
C 2.998 3.995 -3.294
C -3.441 0.936 2.072
H 1.515 -2.052 2.827
Si 2.623 -0.954 -2.526
H 3.526 1.108 -1.395
C 1.222 2.608 -2.419
H 0.887 3.626 0.525
C 3.934 0.263 -1.957
H -1.545 -2.935 -3.530
H 0.075 -2.500 -4.059
H 0.334 -0.830 2.399
N 1.528 1.655 0.581
C 2.437 3.932 -4.564
C -4.530 1.817 2.141
H -3.720 4.042 -0.254
H 0.215 -2.489 1.732
C 0.600 -4.117 -1.156
C 2.306 3.290 2.108
H 3.898 -2.135 1.756
C -5.240 -2.166 5.374
H 3.773 2.601 3.520
N -4.607 -0.390 3.713
H 0.820 -4.207 -0.089
C -4.785 -3.329 5.955
H 2.283 4.309 2.466
C -4.607 2.912 1.320
H 4.171 -2.506 -3.546
H -5.401 -3.841 6.681
C -3.612 3.189 0.397
H 4.394 -1.611 0.145
H 4.453 0.659 -2.832
N -2.605 -1.207 3.221
F -0.449 1.867 -3.881
H -5.306 1.598 2.860
O -1.477 2.571 -0.558
Sn 0.350 1.035 -1.161
C 1.520 2.917 1.041
H 3.840 -3.074 -1.908
F 4.131 4.645 -3.102
H -2.423 -3.020 -0.883
Si 1.991 -1.098 0.622
C -4.404 -1.537 4.450
O -1.285 0.451 0.901
H 2.540 0.376 -4.593
C 1.263 -1.197 -1.154
C -1.636 3.705 -1.439
C 3.384 -2.645 -2.799
C 3.586 -2.067 0.712
H -1.453 -0.480 1.102
H 2.660 -3.353 -3.204
C 2.286 0.707 1.146
H 4.688 -0.206 -1.327
C 1.249 3.238 -4.766
C -1.715 -2.262 -0.538
C 3.133 2.335 2.689
H -1.729 -3.693 4.468
H 1.877 -1.231 -4.873
C 3.119 1.032 2.206
C -2.688 -3.258 4.723
C 1.906 -0.403 -4.164
C 2.377 3.352 -2.237
F 2.947 3.447 -1.031
C -0.707 -2.262 -3.336
H -3.216 -4.793 6.098
Si -0.153 -2.450 -1.566
H -1.755 4.617 -0.857
C -3.146 -2.072 4.158
H -1.576 -2.437 0.531
H -1.054 -1.245 -3.544
H -6.202 -1.735 5.618
H 0.898 -0.012 -4.092
H -2.493 3.561 -2.096
H 3.445 -3.086 0.347
H -1.639 -1.215 2.987
```

2.
A structure of composition C34H39BrMnN4O2P2 in a non-equilibrium geometry. Source: the OMol25 dataset; level of theory: ωB97M-V/def2-TZVPD.

Largest force on an atom: 3.1 eV/Å
Orbital gap (alpha / beta): 5.668 / 6.824 eV
Multiplicity: 6
⟨S²⟩: 8.846
Calculated total energy: -6095.9760 Eh

Geometry as XYZ:
```
83
C34H39BrMnN4O2P2 ωB97M-V/def2-TZVPD
C -1.191 -0.470 3.998
H -2.686 0.231 -4.052
H 5.302 -2.595 2.941
H 1.787 0.127 -3.137
H 2.609 -3.146 -0.449
C -0.825 -0.611 -4.876
O -0.117 -1.116 3.847
C 0.824 3.027 -4.726
H 3.743 -0.367 2.570
H 0.631 4.022 -4.297
C 4.166 -3.380 1.165
N -2.580 -2.010 1.056
H -4.735 -3.922 2.679
H -0.976 -1.468 -4.204
H -2.409 2.537 -4.532
C -0.976 -0.866 6.450
H -3.555 -1.665 -0.854
H 4.559 -4.368 1.011
H 1.816 2.469 -2.859
H 4.289 -0.704 -1.748
C -2.177 0.366 8.150
H 0.160 -2.874 -0.002
H -2.251 -2.826 3.015
H -0.932 -2.140 -1.190
H -3.235 2.106 7.450
C 1.439 0.732 1.554
C -2.116 2.431 -0.468
C -2.933 -2.771 2.180
C -0.437 2.576 -5.519
C -0.224 -1.916 -0.381
C 0.642 -0.170 -4.939
H -1.416 1.743 1.538
P 2.044 -0.295 0.244
C 0.924 -1.061 -0.937
C -3.612 -2.127 0.117
H 1.560 -1.671 -1.604
H 0.863 0.290 -5.915
C -2.057 0.305 -1.333
O -2.006 -0.194 3.035
C -4.620 -2.913 0.664
H -0.917 3.477 -5.948
H -1.171 -0.993 -5.847
H -0.281 -1.658 6.172
C 3.153 2.122 -0.541
C 3.804 -1.303 2.018
H -2.332 3.487 -0.304
C -1.333 -0.693 7.785
H -2.520 -0.547 -1.805
C -2.498 1.664 -1.662
P -1.110 -1.100 1.075
H 0.766 1.491 1.128
H 2.441 2.643 0.083
H 4.490 3.631 -1.408
H 0.908 0.146 2.324
H -2.483 0.482 9.192
H -5.549 -3.149 0.168
H 0.495 -0.268 -1.592
H -3.439 1.797 -2.202
C -2.248 1.080 5.819
C -1.665 0.505 -4.330
H 1.237 -1.092 -4.934
H 5.681 1.496 -2.580
C 3.186 -2.789 0.395
C -1.666 1.551 0.493
C 1.003 0.644 -3.715
Br -2.710 2.382 4.539
C 1.081 2.089 -3.587
H 2.276 1.227 2.066
Mn -0.746 1.521 -2.888
N 3.140 0.722 -0.607
N 2.964 -1.508 0.913
H -0.962 -1.392 8.539
N -1.728 0.231 0.042
C 4.554 -2.450 2.179
C 4.139 0.338 -1.510
C -2.609 1.266 7.169
C 4.825 1.467 -1.920
C -1.509 -0.055 5.433
C -4.189 -3.316 1.973
C -1.507 1.913 -4.657
C 4.201 2.593 -1.304
H -0.131 1.940 -6.366
H 1.667 3.092 -5.438
```

3.
A cluster of 6 separate species, C34H39Cl15F4N2O4 in total in a non-equilibrium geometry. Source: the OMol25 dataset; level of theory: ωB97M-V/def2-TZVPD.

Largest force on an atom: 1.1 eV/Å
Orbital gap: 8.067 eV
Calculated total energy: -9031.7982 Eh

Geometry as XYZ:
```
98
C34H39Cl15F4N2O4 ωB97M-V/def2-TZVPD
H -2.519 5.790 3.469
Cl 4.099 2.824 -6.126
C 3.294 -3.055 3.441
C 0.907 0.476 -0.701
C 1.019 1.778 -1.240
C -2.690 3.198 1.525
H 2.860 -4.033 3.236
Cl -2.959 6.382 -2.416
H 1.982 -0.694 1.989
H -4.908 -3.324 2.491
C -1.154 2.442 -0.147
H 2.107 3.602 -3.138
H 4.024 -2.776 1.404
H -3.734 -2.228 -0.064
H 5.092 4.885 -6.601
O -4.566 -4.707 0.984
C 4.548 -0.692 -0.781
C -2.431 -5.844 1.181
H -1.502 -1.223 1.570
F -3.928 4.856 4.457
Cl -8.698 -4.190 2.527
C 2.265 2.246 -1.653
Cl -3.255 5.790 -5.258
C -1.266 1.154 0.381
Cl -1.190 7.617 -4.353
C -0.181 2.140 -5.634
H 5.789 0.356 -2.190
C -7.687 -3.653 3.867
H -2.051 -0.522 3.115
O -4.043 -5.718 2.916
C -1.892 3.467 0.421
H 0.718 -1.884 0.062
C 3.358 1.385 -1.471
H -4.168 -1.257 2.733
C -3.616 -2.444 0.996
Cl 8.676 -3.929 0.180
C -0.490 0.094 -0.342
O -1.031 -0.948 -0.643
H 3.481 3.699 -2.280
H 3.422 -3.069 -0.560
Cl -8.589 -3.655 5.381
H -2.523 -5.925 0.101
H -2.111 -6.773 1.639
H -1.844 4.475 0.037
C 3.453 -2.238 2.153
H -2.660 -2.942 1.137
C -2.800 1.906 2.056
C -3.467 4.328 2.171
C -3.633 -1.125 1.794
C 1.783 -1.744 0.139
H -4.607 1.628 2.958
H 6.004 0.932 -0.544
Cl 0.261 1.955 -7.332
H 6.684 -0.643 -1.090
H -6.858 -4.344 3.962
C -3.742 -5.420 1.793
Cl 0.055 0.627 -4.757
H -1.230 2.403 -5.583
C 2.350 -2.931 -0.638
H 4.223 -3.130 4.000
Cl 5.853 -3.993 -0.472
C 3.272 0.115 -0.918
F -4.770 4.003 2.288
F -3.393 5.432 1.381
H -4.206 -0.406 1.207
C -0.231 2.622 -1.309
C 2.080 -1.731 1.660
Cl 7.721 -2.872 -2.355
N 2.488 3.523 -2.197
H 1.301 -2.277 2.195
C -2.203 -0.549 2.037
H 1.867 -3.867 -0.359
C -4.771 -3.345 1.413
C 2.013 -0.376 -0.514
H 2.127 -2.780 -1.697
C 7.490 -4.104 -1.112
O -0.481 3.365 -2.225
Cl 5.488 4.618 -4.314
C 5.841 0.040 -1.146
Cl 0.747 3.440 -4.885
C 4.502 4.504 -5.778
H 4.051 -1.366 2.428
Cl 3.055 5.509 -5.640
H -5.708 -3.014 0.977
H 4.668 -1.123 0.210
H 2.578 -2.532 4.077
F -1.984 3.948 4.047
H -1.444 5.338 -3.842
H 7.627 -5.076 -1.566
C -2.917 4.780 3.565
Cl -7.023 -2.048 3.535
N -3.629 1.713 3.192
C -2.075 0.846 1.479
H 4.466 -1.534 -1.470
C -2.123 6.172 -3.952
H 4.305 1.785 -1.800
H -3.323 0.932 3.751
H -1.694 -5.070 1.388
```

Copy entry 1 word for word.
A structure of composition C34H39BrF5N3O2Si3Sn in a non-equilibrium geometry. Source: the OMol25 dataset; level of theory: ωB97M-V/def2-TZVPD.

Largest force on an atom: 2.0 eV/Å
Orbital gap: 4.277 eV
Charge: +2
Energy above the lowest of the compared OMol25 structures with the same formula, charge and spin: 0.385 eV
Calculated total energy: -5789.3873 Eh

Geometry as XYZ:
```
88
C34H39BrF5N3O2Si3Sn ωB97M-V/def2-TZVPD
C -3.530 -3.871 5.628
C 0.683 2.586 -3.692
F 3.040 4.508 -5.577
H -2.200 -1.295 -0.697
C -2.524 2.348 0.331
F 0.698 3.183 -5.964
H -0.728 3.770 -2.029
C -3.531 -0.206 3.005
Br -6.079 4.080 1.442
H 3.736 0.271 2.665
C -2.432 1.220 1.141
H 1.516 -4.319 -1.708
C 0.891 -1.678 2.012
H -0.123 -4.894 -1.418
C 2.998 3.995 -3.294
C -3.441 0.936 2.072
H 1.515 -2.052 2.827
Si 2.623 -0.954 -2.526
H 3.526 1.108 -1.395
C 1.222 2.608 -2.419
H 0.887 3.626 0.525
C 3.934 0.263 -1.957
H -1.545 -2.935 -3.530
H 0.075 -2.500 -4.059
H 0.334 -0.830 2.399
N 1.528 1.655 0.581
C 2.437 3.932 -4.564
C -4.530 1.817 2.141
H -3.720 4.042 -0.254
H 0.215 -2.489 1.732
C 0.600 -4.117 -1.156
C 2.306 3.290 2.108
H 3.898 -2.135 1.756
C -5.240 -2.166 5.374
H 3.773 2.601 3.520
N -4.607 -0.390 3.713
H 0.820 -4.207 -0.089
C -4.785 -3.329 5.955
H 2.283 4.309 2.466
C -4.607 2.912 1.320
H 4.171 -2.506 -3.546
H -5.401 -3.841 6.681
C -3.612 3.189 0.397
H 4.394 -1.611 0.145
H 4.453 0.659 -2.832
N -2.605 -1.207 3.221
F -0.449 1.867 -3.881
H -5.306 1.598 2.860
O -1.477 2.571 -0.558
Sn 0.350 1.035 -1.161
C 1.520 2.917 1.041
H 3.840 -3.074 -1.908
F 4.131 4.645 -3.102
H -2.423 -3.020 -0.883
Si 1.991 -1.098 0.622
C -4.404 -1.537 4.450
O -1.285 0.451 0.901
H 2.540 0.376 -4.593
C 1.263 -1.197 -1.154
C -1.636 3.705 -1.439
C 3.384 -2.645 -2.799
C 3.586 -2.067 0.712
H -1.453 -0.480 1.102
H 2.660 -3.353 -3.204
C 2.286 0.707 1.146
H 4.688 -0.206 -1.327
C 1.249 3.238 -4.766
C -1.715 -2.262 -0.538
C 3.133 2.335 2.689
H -1.729 -3.693 4.468
H 1.877 -1.231 -4.873
C 3.119 1.032 2.206
C -2.688 -3.258 4.723
C 1.906 -0.403 -4.164
C 2.377 3.352 -2.237
F 2.947 3.447 -1.031
C -0.707 -2.262 -3.336
H -3.216 -4.793 6.098
Si -0.153 -2.450 -1.566
H -1.755 4.617 -0.857
C -3.146 -2.072 4.158
H -1.576 -2.437 0.531
H -1.054 -1.245 -3.544
H -6.202 -1.735 5.618
H 0.898 -0.012 -4.092
H -2.493 3.561 -2.096
H 3.445 -3.086 0.347
H -1.639 -1.215 2.987
```

Please write out number 1 again, unchanged.
A structure of composition C34H39BrF5N3O2Si3Sn in a non-equilibrium geometry. Source: the OMol25 dataset; level of theory: ωB97M-V/def2-TZVPD.

Largest force on an atom: 2.0 eV/Å
Orbital gap: 4.277 eV
Charge: +2
Energy above the lowest of the compared OMol25 structures with the same formula, charge and spin: 0.385 eV
Calculated total energy: -5789.3873 Eh

Geometry as XYZ:
```
88
C34H39BrF5N3O2Si3Sn ωB97M-V/def2-TZVPD
C -3.530 -3.871 5.628
C 0.683 2.586 -3.692
F 3.040 4.508 -5.577
H -2.200 -1.295 -0.697
C -2.524 2.348 0.331
F 0.698 3.183 -5.964
H -0.728 3.770 -2.029
C -3.531 -0.206 3.005
Br -6.079 4.080 1.442
H 3.736 0.271 2.665
C -2.432 1.220 1.141
H 1.516 -4.319 -1.708
C 0.891 -1.678 2.012
H -0.123 -4.894 -1.418
C 2.998 3.995 -3.294
C -3.441 0.936 2.072
H 1.515 -2.052 2.827
Si 2.623 -0.954 -2.526
H 3.526 1.108 -1.395
C 1.222 2.608 -2.419
H 0.887 3.626 0.525
C 3.934 0.263 -1.957
H -1.545 -2.935 -3.530
H 0.075 -2.500 -4.059
H 0.334 -0.830 2.399
N 1.528 1.655 0.581
C 2.437 3.932 -4.564
C -4.530 1.817 2.141
H -3.720 4.042 -0.254
H 0.215 -2.489 1.732
C 0.600 -4.117 -1.156
C 2.306 3.290 2.108
H 3.898 -2.135 1.756
C -5.240 -2.166 5.374
H 3.773 2.601 3.520
N -4.607 -0.390 3.713
H 0.820 -4.207 -0.089
C -4.785 -3.329 5.955
H 2.283 4.309 2.466
C -4.607 2.912 1.320
H 4.171 -2.506 -3.546
H -5.401 -3.841 6.681
C -3.612 3.189 0.397
H 4.394 -1.611 0.145
H 4.453 0.659 -2.832
N -2.605 -1.207 3.221
F -0.449 1.867 -3.881
H -5.306 1.598 2.860
O -1.477 2.571 -0.558
Sn 0.350 1.035 -1.161
C 1.520 2.917 1.041
H 3.840 -3.074 -1.908
F 4.131 4.645 -3.102
H -2.423 -3.020 -0.883
Si 1.991 -1.098 0.622
C -4.404 -1.537 4.450
O -1.285 0.451 0.901
H 2.540 0.376 -4.593
C 1.263 -1.197 -1.154
C -1.636 3.705 -1.439
C 3.384 -2.645 -2.799
C 3.586 -2.067 0.712
H -1.453 -0.480 1.102
H 2.660 -3.353 -3.204
C 2.286 0.707 1.146
H 4.688 -0.206 -1.327
C 1.249 3.238 -4.766
C -1.715 -2.262 -0.538
C 3.133 2.335 2.689
H -1.729 -3.693 4.468
H 1.877 -1.231 -4.873
C 3.119 1.032 2.206
C -2.688 -3.258 4.723
C 1.906 -0.403 -4.164
C 2.377 3.352 -2.237
F 2.947 3.447 -1.031
C -0.707 -2.262 -3.336
H -3.216 -4.793 6.098
Si -0.153 -2.450 -1.566
H -1.755 4.617 -0.857
C -3.146 -2.072 4.158
H -1.576 -2.437 0.531
H -1.054 -1.245 -3.544
H -6.202 -1.735 5.618
H 0.898 -0.012 -4.092
H -2.493 3.561 -2.096
H 3.445 -3.086 0.347
H -1.639 -1.215 2.987
```

- What is the formula in the first record?
  C34H39BrF5N3O2Si3Sn

Copy entry 2 word for word.
A structure of composition C34H39BrMnN4O2P2 in a non-equilibrium geometry. Source: the OMol25 dataset; level of theory: ωB97M-V/def2-TZVPD.

Largest force on an atom: 3.1 eV/Å
Orbital gap (alpha / beta): 5.668 / 6.824 eV
Multiplicity: 6
⟨S²⟩: 8.846
Calculated total energy: -6095.9760 Eh

Geometry as XYZ:
```
83
C34H39BrMnN4O2P2 ωB97M-V/def2-TZVPD
C -1.191 -0.470 3.998
H -2.686 0.231 -4.052
H 5.302 -2.595 2.941
H 1.787 0.127 -3.137
H 2.609 -3.146 -0.449
C -0.825 -0.611 -4.876
O -0.117 -1.116 3.847
C 0.824 3.027 -4.726
H 3.743 -0.367 2.570
H 0.631 4.022 -4.297
C 4.166 -3.380 1.165
N -2.580 -2.010 1.056
H -4.735 -3.922 2.679
H -0.976 -1.468 -4.204
H -2.409 2.537 -4.532
C -0.976 -0.866 6.450
H -3.555 -1.665 -0.854
H 4.559 -4.368 1.011
H 1.816 2.469 -2.859
H 4.289 -0.704 -1.748
C -2.177 0.366 8.150
H 0.160 -2.874 -0.002
H -2.251 -2.826 3.015
H -0.932 -2.140 -1.190
H -3.235 2.106 7.450
C 1.439 0.732 1.554
C -2.116 2.431 -0.468
C -2.933 -2.771 2.180
C -0.437 2.576 -5.519
C -0.224 -1.916 -0.381
C 0.642 -0.170 -4.939
H -1.416 1.743 1.538
P 2.044 -0.295 0.244
C 0.924 -1.061 -0.937
C -3.612 -2.127 0.117
H 1.560 -1.671 -1.604
H 0.863 0.290 -5.915
C -2.057 0.305 -1.333
O -2.006 -0.194 3.035
C -4.620 -2.913 0.664
H -0.917 3.477 -5.948
H -1.171 -0.993 -5.847
H -0.281 -1.658 6.172
C 3.153 2.122 -0.541
C 3.804 -1.303 2.018
H -2.332 3.487 -0.304
C -1.333 -0.693 7.785
H -2.520 -0.547 -1.805
C -2.498 1.664 -1.662
P -1.110 -1.100 1.075
H 0.766 1.491 1.128
H 2.441 2.643 0.083
H 4.490 3.631 -1.408
H 0.908 0.146 2.324
H -2.483 0.482 9.192
H -5.549 -3.149 0.168
H 0.495 -0.268 -1.592
H -3.439 1.797 -2.202
C -2.248 1.080 5.819
C -1.665 0.505 -4.330
H 1.237 -1.092 -4.934
H 5.681 1.496 -2.580
C 3.186 -2.789 0.395
C -1.666 1.551 0.493
C 1.003 0.644 -3.715
Br -2.710 2.382 4.539
C 1.081 2.089 -3.587
H 2.276 1.227 2.066
Mn -0.746 1.521 -2.888
N 3.140 0.722 -0.607
N 2.964 -1.508 0.913
H -0.962 -1.392 8.539
N -1.728 0.231 0.042
C 4.554 -2.450 2.179
C 4.139 0.338 -1.510
C -2.609 1.266 7.169
C 4.825 1.467 -1.920
C -1.509 -0.055 5.433
C -4.189 -3.316 1.973
C -1.507 1.913 -4.657
C 4.201 2.593 -1.304
H -0.131 1.940 -6.366
H 1.667 3.092 -5.438
```